No. 1
ORCA calculation (ωB97M-V with the def2-TZVPD basis set) on 7 unconnected molecules or ions with the total composition C34H79N3O7 at a distorted geometry.

Positions of all 123 atoms, in Å:
C 1.22643 -3.00901 3.04216
C 2.09718 -3.60930 1.94152
C 3.35223 -4.27720 2.57811
C 1.25866 -4.71335 1.27207
C 1.78291 -5.15203 -0.09745
C 1.92698 -3.93895 -1.00185
C 2.84810 -2.87289 -0.42468
C 4.33389 -3.30147 -0.49206
C 2.67942 -1.58267 -1.21962
N 2.40287 -2.61007 0.93774
O 2.91400 -1.40751 1.47465
H 0.27457 -2.65615 2.65156
H 0.90161 -3.80797 3.71764
H 1.74390 -2.23179 3.59995
H 3.61045 -5.17740 2.02486
H 4.20828 -3.59854 2.55698
H 3.13670 -4.51809 3.61674
H 1.18288 -5.57661 1.93403
H 0.25635 -4.30528 1.09569
H 2.73591 -5.67769 0.01124
H 1.07100 -5.83912 -0.55719
H 0.93447 -3.52203 -1.20148
H 2.31565 -4.25081 -1.97735
H 4.46130 -4.25444 0.01835
H 4.94915 -2.52775 -0.03135
H 4.64355 -3.40506 -1.53215
H 2.72505 -1.75340 -2.30063
H 3.45648 -0.84841 -1.00380
H 1.70577 -1.12112 -1.03619
H 3.79630 -1.62931 1.81060
C 0.08082 6.49080 0.66455
C 0.67697 5.10301 0.38559
C 1.80042 4.84660 1.38793
C -0.43391 4.06711 0.60595
C -0.13778 2.71712 0.00950
C 0.41185 2.78555 -1.42662
C 1.53509 3.80315 -1.61831
C 2.87355 3.22718 -1.15503
C 1.62390 4.06490 -3.13536
N 1.08727 5.05611 -1.01642
O 2.05646 6.07956 -1.23642
H -0.59648 6.76373 -0.14308
H -0.47660 6.45147 1.60318
H 0.86691 7.23295 0.79696
H 2.70622 5.41126 1.16240
H 1.48770 5.16625 2.38752
H 2.05247 3.79025 1.47942
H -0.44881 3.93032 1.69534
H -1.44510 4.38888 0.34836
H 0.59945 2.16267 0.60066
H -0.97009 2.00748 -0.02232
H -0.38045 2.91045 -2.17198
H 0.81495 1.78993 -1.64785
H 2.77462 2.77212 -0.16844
H 3.68374 3.95402 -1.13653
H 3.16198 2.42802 -1.84319
H 0.81680 4.74328 -3.42663
H 1.57909 3.15742 -3.73692
H 2.55249 4.58422 -3.39700
H 1.76003 6.50005 -2.04893
C 0.27460 -0.22838 -3.92350
C -0.77165 -1.34398 -3.92423
C -0.09106 -2.63583 -4.33467
C -1.34078 -1.55580 -2.50946
C -2.24710 -0.42919 -2.07511
C -3.35690 -0.22039 -3.12022
C -2.89354 -0.05376 -4.55351
C -4.06246 -0.33185 -5.50241
C -2.41978 1.38329 -4.82833
N -1.88916 -1.09282 -4.83117
O -1.48037 -1.06956 -6.18390
H -0.12630 0.77228 -3.79280
H 1.03940 -0.33549 -3.14948
H 0.85677 -0.20220 -4.85604
H 0.03326 -2.70569 -5.41442
H 0.87478 -2.76402 -3.84815
H -0.73895 -3.47795 -4.07637
H -1.90369 -2.49145 -2.48811
H -0.47070 -1.64933 -1.85358
H -2.74255 -0.64014 -1.12731
H -1.68285 0.50479 -1.97570
H -3.87740 0.70981 -2.86314
H -4.09932 -1.01919 -3.03819
H -4.95180 0.18908 -5.14317
H -4.28265 -1.40293 -5.46678
H -3.82152 -0.10734 -6.53709
H -1.74567 1.36635 -5.69299
H -1.84920 1.84295 -4.02137
H -3.24431 2.03620 -5.11057
H -0.78418 -0.39982 -6.25731
C -2.99486 1.89583 2.38636
C -3.55067 0.90013 3.40333
O -4.56418 0.11563 2.78381
H -2.94575 1.41356 1.41320
H -1.98664 2.13446 2.73085
H -3.61611 2.78728 2.36585
H -3.89944 1.41169 4.30871
H -2.74673 0.22728 3.73975
H -5.00779 -0.39622 3.46323
C -2.66331 -3.91927 3.41631
C -3.19217 -3.11536 4.56294
O -4.51162 -2.69042 4.24545
H -3.39135 -4.68432 3.14133
H -1.77794 -4.48365 3.72490
H -2.41759 -3.31762 2.54353
H -2.53859 -2.27621 4.83601
H -3.19303 -3.73066 5.47607
H -4.80537 -2.04568 4.89443
C 1.13944 2.54130 4.32262
C 0.78032 1.32275 5.10695
O 1.37691 1.42790 6.41635
H 0.89894 2.36894 3.26687
H 2.21559 2.71198 4.33906
H 0.59110 3.42558 4.64286
H 1.15622 0.41083 4.62820
H -0.30053 1.16210 5.19653
H 1.14703 0.63343 6.90470
C -0.73776 -0.74493 1.39762
O 0.28064 0.01232 1.99629
H -0.31815 -1.56362 0.80453
H -1.36451 -1.24231 2.15770
H -1.44988 -0.14817 0.82618
H 1.13720 -0.40266 1.85214

Computed properties:
- gap between HOMO and LUMO (eV) = 8.77
- DFT total energy (Ha) = -2033.6332
- strongest force on any atom (eV/A) = 1.6
- LUMO energy (eV) = 0.4
- multiplicity = 1
- net charge = 0
- HOMO level (eV) = -8.385

=====

No. 2
ORCA calculation (ωB97M-V with the def2-TZVPD basis set) on a molecular structure, C34H81AgF3O22P5 at a distorted geometry.

Positions of all 146 atoms, in Å:
Ag 0.24149 -0.21709 0.08611
C 0.63215 -0.84619 2.97392
O 1.43328 0.24671 3.55648
O 0.98587 -1.16626 1.71567
C 0.97469 -2.06435 3.85925
F 0.26751 -2.17520 5.02267
F 0.63498 -3.22695 3.20233
F 2.25142 -2.16817 4.15415
C 0.86667 0.69947 4.73985
C 1.74582 1.88769 5.12011
H 2.77303 1.52100 5.26633
H 1.76374 2.65897 4.42526
H 1.37165 2.37384 6.04296
H 0.73910 -0.05407 5.54476
H -0.13118 1.01524 4.49430
H -0.41326 -0.54874 3.12482
C -6.18510 -0.92839 -0.69460
C -4.84252 -1.60877 -0.71909
O -4.33163 -1.72810 0.63598
P -2.86148 -2.11725 0.85962
O -1.84856 -1.50633 -0.04048
O -2.71714 -1.56970 2.31057
C -3.66604 -2.10236 3.29810
C -2.93755 -2.18059 4.57287
O -3.01416 -3.66691 0.94557
C -1.94122 -4.64131 0.93456
C -2.10832 -5.70325 -0.15879
H -6.12569 -0.14466 0.03112
H -6.51740 -0.50424 -1.66695
H -6.86321 -1.62503 -0.26038
H -5.00525 -2.59333 -1.17139
H -4.10489 -1.11478 -1.30115
H -4.42610 -1.39378 3.43577
H -4.10236 -3.06463 2.98939
H -2.01706 -2.80808 4.50663
H -2.69153 -1.16034 4.90965
H -3.59416 -2.66271 5.30278
H -0.98819 -4.12313 0.85419
H -1.98094 -5.12084 1.89713
H -2.21632 -5.09788 -1.01178
H -1.05852 -6.20723 -0.19803
H -2.85977 -6.46746 0.10022
C 0.60912 1.42757 -6.34165
C -0.35834 0.44707 -5.73369
O -0.04067 0.23092 -4.32879
P -1.08592 0.68170 -3.14582
O -0.40716 0.48362 -1.82617
O -1.55325 2.14060 -3.37927
C -0.68227 3.21681 -2.76596
C -1.58739 4.48158 -2.78911
O -2.47539 -0.15517 -3.38057
C -2.37000 -1.63394 -3.62478
C -3.62983 -2.19646 -4.34357
H 0.65578 2.35505 -5.81418
H 1.57693 0.93712 -6.30022
H 0.40570 1.74829 -7.34388
H -1.35247 0.62149 -5.93169
H -0.11503 -0.57392 -6.12858
H -0.45453 2.96927 -1.71453
H 0.25233 3.15142 -3.40519
H -2.59036 4.26396 -2.31494
H -0.98860 5.23780 -2.17275
H -1.71211 4.93975 -3.86604
H -1.33282 -1.86669 -4.18360
H -2.20372 -2.12058 -2.65759
H -3.74921 -1.93166 -5.36072
H -3.63972 -3.31233 -4.25643
H -4.55524 -1.84387 -3.87897
C 5.40010 -2.32725 1.60585
C 4.16503 -1.95165 0.90467
O 3.97056 -2.70473 -0.35852
P 2.53737 -2.79205 -0.92976
O 1.76816 -1.55280 -1.03334
O 2.88841 -3.41952 -2.38305
C 1.86967 -3.22509 -3.44869
C 0.68742 -4.17934 -3.27595
O 1.82753 -3.96196 -0.07952
C 2.49588 -4.97721 0.62570
C 2.85675 -6.12976 -0.29341
H 6.31937 -2.18866 0.99873
H 5.45802 -1.71195 2.53194
H 5.41677 -3.42064 1.87294
H 3.30257 -2.14126 1.56667
H 4.10125 -0.93019 0.53619
H 1.45171 -2.22085 -3.59442
H 2.48811 -3.46734 -4.30859
H 0.09790 -4.07937 -2.36578
H 0.03022 -4.07172 -4.14303
H 1.02521 -5.21604 -3.35416
H 3.32116 -4.58503 1.14780
H 1.73012 -5.27593 1.33590
H 1.95692 -6.65692 -0.70223
H 3.56720 -5.92437 -1.07672
H 3.36803 -6.87968 0.35163
C 4.18947 6.01423 -0.22240
C 3.85182 4.73934 -0.87037
O 2.99647 3.88805 0.01320
P 2.74322 2.34894 -0.38632
O 1.44099 1.89838 0.08207
O 3.02997 2.28803 -1.95246
C 3.40888 1.06479 -2.70721
C 4.90387 1.19452 -3.09355
O 3.95890 1.58306 0.19891
C 3.89130 1.42258 1.61532
C 5.23549 1.08729 2.14320
H 4.74701 5.90336 0.71068
H 4.95083 6.56640 -0.90915
H 3.39812 6.68251 -0.09827
H 3.36128 4.85427 -1.83138
H 4.80270 4.11469 -1.01518
H 3.30615 0.14041 -2.07824
H 2.66129 0.96817 -3.52519
H 5.15434 2.16250 -3.56176
H 5.55585 1.09906 -2.20413
H 5.19883 0.39552 -3.79006
H 3.54792 2.38835 2.04130
H 3.10421 0.72435 1.85198
H 5.18708 1.06757 3.24055
H 5.56607 0.11940 1.82548
H 6.00019 1.82116 1.84715
C -4.58459 3.86629 -0.37912
C -4.24501 2.44842 -0.59727
O -2.78531 2.30344 -0.30445
P -2.05709 2.38117 1.07778
O -1.42600 1.06243 1.41490
O -1.03625 3.54880 0.97811
C -0.26331 3.70186 2.15060
C 0.01085 5.15149 2.24714
O -3.17680 2.72793 2.18846
C -3.75439 1.59821 2.98391
C -4.49897 2.17792 4.18156
H -4.60922 4.24259 0.60498
H -3.97411 4.56497 -0.96638
H -5.57010 4.04100 -0.78981
H -4.74902 1.78424 0.16637
H -4.32887 2.02407 -1.58275
H -0.75153 3.41253 3.10766
H 0.64318 3.04249 1.93615
H 0.68551 5.43434 3.04644
H 0.51868 5.47780 1.29919
H -0.88310 5.72393 2.32165
H -4.38256 1.05114 2.22249
H -2.89172 0.96739 3.15670
H -3.78325 2.75845 4.70119
H -5.34513 2.77712 3.81139
H -4.80327 1.39020 4.86631

Computed properties:
- gap between HOMO and LUMO (spin up / spin down) (eV) = 10.13 / 7.95
- DFT total energy (Ha) = -5152.9721
- strongest force on any atom (eV/A) = 3.5
- LUMO energy (spin up / spin down) (eV) = -1.2 / -3.6
- multiplicity = 2
- net charge = +1
- HOMO level (spin up / spin down) (eV) = -11.379 / -11.561

=====

- The highest multiplicity belongs to which entry?
  C34H81AgF3O22P5

=====

- What is the multiplicity in the second record?
  2